# C40H41OPdSi3Te

A molecular structure, C40H41OPdSi3Te in a non-equilibrium geometry (wB97M-V/def2-TZVPD, the Open Molecules 2025 dataset).

HOMO level (alpha / beta) in eV: -10.763 / -10.763
Net charge: +1
Largest force on an atom in eV Å⁻¹: 1.07
Energy in Ha: -2888.28423
Gap between HOMO and LUMO (alpha / beta) in hartree: 0.179 / 0.179

Each line ends with the Löwdin charge.
Atoms and positions in Å:
Te 2.50627 0.17958 -0.98398  1.5547
Pd 0.21685 -1.08141 -0.45821  0.4113
Si 1.10900 -3.01968 -1.48529  0.5017
Si -1.80421 -2.35559 -0.24922  0.6672
Si -1.80114 1.67957 0.73019  0.4642
O -0.81456 0.44349 0.37509  -0.4598
C -5.25231 1.85587 -1.59863  -0.0740
C -1.43778 -4.07949 -0.81589  -0.3066
C 3.32599 -0.40501 1.90421  -0.1285
C -0.92767 -6.59868 -1.88003  -0.0583
C -1.13895 3.27602 -0.01171  -0.2257
C 6.44460 -0.83418 -2.56269  -0.0634
C -2.75793 -1.43726 -1.55050  -0.1448
C 6.75603 0.28801 -3.31802  -0.0583
C 2.89322 1.93130 1.42822  -0.1264
C -2.40346 -5.08587 -0.73497  -0.0752
C -1.36074 5.65668 -0.41867  -0.0757
C -1.81469 4.48522 0.16779  -0.0903
C 3.60936 1.25280 3.62276  -0.0634
C 4.43855 0.24823 -1.82845  -0.4862
C -1.84659 1.88675 2.59540  -0.2259
C -0.21186 5.64616 -1.20026  -0.0843
C -3.56388 1.47648 0.10548  -0.2413
C -0.73513 1.51125 3.35522  -0.0954
C 2.95373 0.60385 1.02382  -0.4996
C -6.12484 0.99876 -0.94386  -0.0811
C 3.22360 2.24977 2.73841  -0.0615
C -2.96073 2.52168 4.65548  -0.0801
C 0.47873 4.45880 -1.38807  -0.0888
C -0.20708 -4.33959 -1.42134  -0.3038
C -0.73009 1.63809 4.73678  -0.0862
C -4.47032 0.63743 0.76133  -0.1175
C 0.04047 -5.60977 -1.94833  -0.0825
C 3.65787 -0.07186 3.20994  -0.0672
C -2.14950 -6.33757 -1.27132  -0.0590
C 5.27452 -0.86432 -1.81815  -0.1253
C -2.95828 2.39181 3.27244  -0.0967
C 4.73737 1.37442 -2.58258  -0.1355
C 2.56994 -3.59234 -0.47604  -0.1957
C -2.30253 -2.25663 1.52723  -0.1533
C -3.98706 2.09098 -1.07583  -0.0907
C 5.91625 1.39203 -3.31556  -0.0622
C 0.01217 3.28988 -0.79828  -0.1172
C -5.73532 0.39462 0.24527  -0.0851
C 1.49681 -2.59150 -3.25925  -0.1952
C -1.84624 2.14349 5.38964  -0.0861
H -3.39267 -2.33482 1.57373  0.0517
H -3.83375 2.91440 5.16108  0.1045
H -2.00771 -1.30668 1.96728  0.0207
H 3.87096 1.50892 4.64084  0.1127
H 7.65849 0.30195 -3.91424  0.1143
H 1.64064 -3.51664 -3.82510  0.0444
H -0.73089 -7.57731 -2.29756  0.1130
H 0.14065 1.10978 2.85434  0.0870
H 2.57539 2.70952 0.74511  0.0953
H -2.70710 4.51718 0.78525  0.1086
H 3.35668 -1.43895 1.58495  0.0844
H 3.17003 3.27958 3.06562  0.1164
H 3.95408 -0.84799 3.90309  0.1116
H 5.04197 -1.72937 -1.21130  0.0829
H -3.35968 -4.89819 -0.25817  0.1116
H -2.56238 -1.86973 -2.53215  0.0480
H -1.86343 -3.07083 2.10451  0.0480
H 0.14004 6.56051 -1.66013  0.1040
H 4.08711 2.23994 -2.57471  0.0965
H 0.54659 2.36014 -0.95988  0.0181
H -1.90186 6.58192 -0.26729  0.1060
H -1.84768 2.24189 6.46761  0.1035
H 7.11091 -1.68640 -2.55305  0.1137
H -4.19518 0.18957 1.70835  0.0972
H -2.90230 -7.11263 -1.21545  0.1133
H -3.82310 -1.55420 -1.31273  0.0584
H 3.44597 -2.95725 -0.60823  -0.0094
H 1.37155 4.44466 -2.00181  0.0977
H 6.17330 2.27270 -3.88869  0.1148
H -3.31660 2.76342 -1.59952  0.1031
H 2.32285 -3.62537 0.58724  0.0398
H 0.66199 -2.05668 -3.71811  0.0405
H -7.11303 0.81718 -1.34674  0.1053
H -6.42385 -0.25294 0.77464  0.1048
H 2.82018 -4.61296 -0.78246  0.0449
H 2.39271 -1.97614 -3.36194  0.0148
H 0.99226 -5.83672 -2.41761  0.1081
H -5.55785 2.34347 -2.51560  0.1061
H 0.14184 1.34118 5.30713  0.0990
H -2.55554 -0.36848 -1.57286  0.0191
H -3.84003 2.69016 2.71496  0.1005

Forces on atoms 1 to 2 (eV/Å):
-0.3 0.8 0.2
0.6 0.9 0.0